# 1
{
  "formula": "C49H85Cl6F24NO12",
  "method": "ωB97M-V with the def2-TZVPD basis set",
  "orbital_gap_ev": 7.58,
  "homo_energy_ev": -7.51,
  "max_force_ev_per_a": 2.27,
  "molar_mass_g_mol": 1548.884,
  "energy_ha": -8033.48992,
  "elements": ["C", "O", "C", "C", "N", "H", "H", "C", "C", "O", "C", "H", "H", "H", "H", "H", "H", "H", "H", "H", "H", "H", "H", "H", "H", "C", "O", "H", "H", "H", "C", "C", "C", "F", "F", "F", "F", "O", "C", "C", "F", "F", "F", "F", "H", "H", "H", "H", "C", "C", "C", "F", "F", "F", "F", "O", "C", "C", "F", "F", "F", "F", "H", "H", "H", "H", "C", "C", "C", "F", "F", "F", "F", "O", "C", "C", "F", "F", "F", "F", "H", "H", "H", "H", "C", "C", "C", "O", "C", "H", "H", "H", "H", "H", "H", "H", "H", "C", "C", "C", "O", "C", "H", "H", "H", "H", "H", "H", "H", "H", "C", "C", "C", "O", "C", "H", "H", "H", "H", "H", "H", "H", "H", "C", "C", "C", "O", "C", "H", "H", "H", "H", "H", "H", "H", "H", "C", "C", "C", "O", "C", "H", "H", "H", "H", "H", "H", "H", "H", "C", "C", "C", "O", "C", "H", "H", "H", "H", "H", "H", "H", "H", "C", "Cl", "Cl", "H", "H", "C", "Cl", "Cl", "H", "H", "C", "Cl", "Cl", "H", "H"],
  "xyz": [[-1.9228, 1.1163, 2.2136], [-1.1656, 0.6818, 1.1389], [-1.8959, -0.2589, 0.3502], [-0.9241, -0.8215, -0.6568], [0.2130, -1.4961, -0.0206], [-0.1537, -2.2382, 0.6290], [0.7961, -1.9572, -0.7284], [1.1480, -0.6987, 0.8517], [2.3484, -1.5576, 1.0969], [2.9731, -1.8267, -0.1420], [4.2968, -2.3065, 0.0243], [-1.4299, 1.9396, 2.7239], [-2.0938, 0.3264, 2.9625], [-2.9403, 1.4123, 1.9194], [-2.7602, 0.2517, -0.0872], [-2.2601, -1.0782, 0.9908], [-0.5146, 0.0202, -1.2170], [-1.3876, -1.5702, -1.2942], [0.5715, -0.4764, 1.7410], [1.3087, 0.2277, 0.3069], [2.0983, -2.5113, 1.5753], [2.9996, -0.9885, 1.7697], [4.6588, -2.5431, -0.9744], [4.2598, -3.2362, 0.6031], [4.9173, -1.5538, 0.5156], [-0.8601, -3.1690, 2.9862], [-0.6919, -3.5487, 1.6766], [-1.0739, -3.9811, 3.7170], [0.0569, -2.6606, 3.3972], [-1.7051, -2.4469, 3.1069], [-0.3586, 5.2890, -2.3698], [0.4137, 4.0080, -2.0923], [-0.1884, 3.0962, -1.0134], [-0.4101, 3.8378, 0.1283], [-1.3457, 2.4919, -1.3582], [0.5624, 3.3144, -3.2495], [1.6682, 4.3477, -1.6521], [-1.7218, 4.9624, -2.5701], [-2.4956, 6.0014, -2.8915], [-3.9601, 5.5661, -2.9301], [-4.8000, 6.4779, -3.4140], [-4.0931, 4.4173, -3.6283], [-2.3653, 7.0024, -1.9955], [-2.1075, 6.5405, -4.0884], [0.0876, 5.7614, -3.2465], [-0.3020, 5.9441, -1.4995], [0.5459, 2.3337, -0.7192], [-4.1966, 5.4002, -1.8692], [-0.3714, -1.2554, 5.6135], [-1.4027, -1.4468, 6.7076], [-0.7921, -1.8588, 8.0455], [-1.7218, -1.9759, 8.9973], [-0.0914, -3.0160, 7.9342], [-2.1097, -0.2797, 6.8962], [-2.3352, -2.3558, 6.3017], [0.6147, -0.3507, 6.0835], [1.1854, 0.4362, 5.1626], [2.3610, 1.1917, 5.7535], [2.8551, 2.1079, 4.8900], [2.0154, 1.7172, 6.9519], [1.5192, -0.2649, 4.0645], [0.2219, 1.3425, 4.7578], [-0.9273, -0.9206, 4.7317], [0.0407, -2.2329, 5.3472], [-0.0830, -1.0725, 8.3266], [3.1725, 0.4886, 5.9857], [-3.7417, 0.1097, -5.6187], [-4.4080, 1.0447, -4.6193], [-3.7663, 1.1303, -3.2372], [-3.6847, -0.0586, -2.6014], [-2.5195, 1.6597, -3.3768], [-4.3936, 2.2856, -5.1988], [-5.7321, 0.7577, -4.4551], [-3.5702, -1.1839, -5.0897], [-2.4388, -1.8153, -5.4775], [-2.3676, -3.1353, -4.7141], [-1.1658, -3.7259, -4.9394], [-2.5396, -2.9482, -3.4002], [-2.4569, -2.0789, -6.8018], [-1.3681, -1.0425, -5.1806], [-2.7963, 0.5848, -5.8841], [-4.3516, 0.0821, -6.5231], [-4.3399, 1.8062, -2.5914], [-3.1461, -3.8403, -5.0157], [2.3752, -4.6091, -2.8975], [1.1852, -5.5538, -2.7790], [0.2924, -4.8379, -1.7618], [0.5273, -3.4351, -2.0674], [1.6696, -3.2406, -2.9078], [2.9524, -4.8657, -3.7841], [2.9708, -4.7018, -1.9827], [1.4842, -6.5391, -2.4155], [0.6195, -5.6292, -3.7075], [0.6387, -4.9687, -0.7330], [-0.7430, -5.1506, -1.8780], [2.3135, -2.4912, -2.4426], [1.4196, -2.9853, -3.9449], [3.5583, -0.0343, -4.1849], [4.2459, 0.2775, -2.8434], [3.1106, 0.8311, -1.9770], [1.9133, 0.4042, -2.5968], [2.1005, 0.4124, -4.0109], [3.6137, -1.0991, -4.4106], [4.0205, 0.5126, -5.0077], [5.0542, 0.9986, -2.9888], [4.7643, -0.5961, -2.4455], [3.1244, 1.9298, -1.9330], [3.1214, 0.4497, -0.9639], [1.9582, 1.4119, -4.4378], [1.3349, -0.2429, -4.4102], [-4.2291, 5.0034, 2.3237], [-5.5608, 5.3919, 1.6853], [-5.2566, 6.6902, 0.9716], [-3.9827, 6.3874, 0.3869], [-3.2262, 5.5679, 1.3022], [-4.1347, 3.9203, 2.3648], [-4.1891, 5.4477, 3.3162], [-6.3968, 5.4676, 2.3937], [-5.9453, 4.5949, 1.0410], [-5.1499, 7.5666, 1.6229], [-5.9791, 6.9150, 0.1880], [-2.4565, 6.2197, 1.7207], [-2.7769, 4.8114, 0.6607], [-5.9851, 0.8117, 2.7958], [-6.1337, 1.9120, 3.8457], [-7.5590, 2.4514, 3.5699], [-7.9812, 1.8482, 2.3639], [-7.4021, 0.5474, 2.3244], [-5.4008, -0.0437, 3.1426], [-5.3905, 1.1740, 1.9488], [-5.3452, 2.6506, 3.7084], [-6.0416, 1.5397, 4.8659], [-7.5932, 3.5366, 3.4762], [-8.1929, 2.1987, 4.4322], [-7.5068, 0.1376, 1.3227], [-7.9510, -0.1354, 2.9901], [4.7296, 2.6701, 1.9869], [3.8002, 3.8835, 2.0887], [2.8514, 3.6260, 0.9117], [2.6646, 2.2060, 0.9246], [3.7351, 1.5683, 1.5890], [5.2080, 2.4012, 2.9280], [5.4693, 2.8077, 1.1963], [4.3378, 4.8241, 1.9721], [3.2769, 3.8497, 3.0434], [3.3138, 3.9333, -0.0262], [1.8936, 4.1066, 1.0931], [4.2518, 0.8096, 0.9908], [3.3363, 1.0998, 2.4967], [5.5804, -3.2294, -4.3937], [6.2031, -4.0971, -3.2985], [7.7067, -4.1584, -3.6176], [7.8944, -3.3099, -4.7458], [6.6742, -3.3353, -5.4677], [5.4572, -2.1675, -4.1815], [4.6508, -3.6527, -4.7691], [5.7460, -5.0845, -3.4199], [5.9965, -3.8258, -2.2642], [8.0629, -5.1759, -3.8255], [8.3510, -3.7995, -2.8129], [6.6268, -4.2588, -6.0691], [6.6536, -2.5184, -6.1910], [6.4649, -1.8986, 3.9380], [4.8820, -1.1742, 3.6380], [6.8249, -3.1212, 2.7299], [7.1862, -1.0928, 3.8459], [6.5784, -2.2599, 4.9530], [1.6469, -5.2033, 2.3712], [1.3048, -6.9520, 2.2492], [3.3385, -4.9583, 2.8608], [1.4308, -4.7323, 1.4240], [1.0005, -4.8394, 3.1549], [-3.1344, -4.3085, -0.1732], [-4.2932, -3.2418, 0.5761], [-3.7084, -5.1267, -1.6364], [-2.2097, -3.7803, -0.3894], [-2.8074, -5.0728, 0.5237]]
}

# 2
{
  "formula": "C49H91BFIN13O8P3S",
  "method": "ωB97M-V with the def2-TZVPD basis set",
  "orbital_gap_ev": 6.89,
  "homo_energy_ev": -7.45,
  "smiles": "[H]/N=C\\Cc1c(S)c([C@@H](F)CC)c2c(c1B(N)O)C(=O)c1c(N)c(CC=C)c(CC(=O)I)c(CCCCN(C)C(C)=O)c1C2=O.CN(C)P(=O)(N(C)C)N(C)C.CN(C)P(=O)(N(C)C)N(C)C.CN(C)P(=O)(N(C)C)N(C)C",
  "max_force_ev_per_a": 7.69,
  "molar_mass_g_mol": 1272.053,
  "energy_ha": -5079.79592,
  "elements": ["C", "C", "C", "C", "C", "N", "C", "C", "C", "C", "C", "C", "C", "N", "C", "C", "C", "O", "C", "C", "C", "O", "I", "C", "O", "C", "C", "C", "B", "N", "O", "C", "C", "C", "N", "C", "S", "C", "C", "F", "C", "C", "C", "O", "H", "H", "H", "H", "H", "H", "H", "H", "H", "H", "H", "H", "H", "H", "H", "H", "H", "H", "H", "H", "H", "H", "H", "H", "H", "H", "H", "H", "H", "H", "H", "H", "H", "H", "H", "H", "H", "O", "P", "N", "C", "C", "N", "C", "C", "N", "C", "C", "H", "H", "H", "H", "H", "H", "H", "H", "H", "H", "H", "H", "H", "H", "H", "H", "H", "H", "O", "P", "N", "C", "C", "N", "C", "C", "N", "C", "C", "H", "H", "H", "H", "H", "H", "H", "H", "H", "H", "H", "H", "H", "H", "H", "H", "H", "H", "O", "P", "N", "C", "C", "N", "C", "C", "N", "C", "C", "H", "H", "H", "H", "H", "H", "H", "H", "H", "H", "H", "H", "H", "H", "H", "H", "H", "H"],
  "xyz": [[-0.1792, -2.1832, 2.9496], [-0.2047, -0.9397, 2.3384], [-0.9284, 0.3164, 2.8927], [-0.3394, 1.6109, 2.3364], [1.0369, 1.9356, 2.6139], [1.7643, 1.0108, 3.3956], [1.6371, 3.1047, 2.0931], [0.8700, 4.0038, 1.2714], [-0.4891, 3.7185, 0.9722], [-1.2627, 4.6967, 0.0563], [-0.7119, 4.5371, -1.3991], [-1.2379, 3.2325, -2.0985], [-1.2957, 3.4186, -3.6447], [-0.2420, 4.3016, -4.1704], [-0.6313, 4.8385, -5.4927], [1.0157, 3.6147, -4.3293], [1.1931, 2.3562, -5.2149], [2.0065, 4.0382, -3.7882], [-1.0820, 2.5163, 1.5116], [-2.5303, 2.0930, 1.2217], [-2.4796, 0.8261, 0.3104], [-1.6290, 0.6775, -0.4978], [-4.0045, -0.7190, 0.4597], [1.6248, 5.2361, 0.7319], [1.1439, 6.3341, 0.7291], [3.0537, 4.9226, 0.2591], [3.8084, 4.0270, 1.0944], [5.1442, 3.6871, 0.7547], [6.0007, 2.6578, 1.6563], [7.2862, 3.0799, 2.2690], [5.4802, 1.3828, 1.8517], [5.7117, 4.2627, -0.4444], [7.1456, 3.8600, -0.8052], [7.0908, 2.4394, -1.4635], [6.3393, 2.1284, -2.4329], [4.9327, 5.1533, -1.2522], [5.7222, 5.8630, -2.7341], [3.5678, 5.4930, -0.9279], [2.8171, 6.4240, -1.8814], [1.4523, 6.2405, -1.8984], [3.1540, 7.9431, -1.6831], [3.6834, 8.3088, -0.2739], [3.0996, 3.4612, 2.3277], [3.6318, 3.3329, 3.4030], [0.7657, -2.5833, 3.3604], [-1.0412, -2.8715, 3.0125], [0.3262, -0.8186, 1.3749], [-0.8480, 0.2946, 3.9939], [-2.0094, 0.1970, 2.6703], [1.2301, 0.7161, 4.2071], [2.6437, 1.3988, 3.7216], [-1.0805, 5.7007, 0.4744], [-2.3529, 4.5322, 0.1102], [0.3770, 4.4004, -1.3236], [-0.9859, 5.4393, -1.9658], [-0.4743, 2.4523, -1.9082], [-2.1790, 2.8698, -1.6554], [-2.2877, 3.8340, -3.8976], [-1.1829, 2.4032, -4.0925], [-0.0812, 5.7567, -5.7522], [-1.7059, 5.0976, -5.5246], [-0.4741, 4.0997, -6.3034], [2.0570, 2.4804, -5.8873], [1.3796, 1.4519, -4.6076], [0.2825, 2.1832, -5.8151], [-3.1093, 2.8513, 0.6708], [-3.0711, 1.8982, 2.1619], [7.3021, 2.7760, 3.2418], [8.0254, 2.5461, 1.8067], [4.5338, 1.4619, 1.6692], [7.8223, 3.8883, 0.0627], [7.5891, 4.5146, -1.5724], [7.7176, 1.6389, -1.0313], [5.7965, 2.9544, -2.7102], [6.7336, 6.5833, -2.1780], [3.1699, 6.1713, -2.8981], [2.2291, 8.4998, -1.9215], [3.8763, 8.2207, -2.4742], [4.5877, 7.7538, 0.0144], [3.9549, 9.3847, -0.3012], [2.8608, 8.2140, 0.4551], [-4.5805, -4.0527, 3.7045], [-4.3857, -4.6465, 5.0976], [-5.8770, -5.5011, 5.1391], [-7.0489, -5.3680, 5.9688], [-5.9702, -6.6520, 4.2468], [-4.3810, -3.1100, 5.9018], [-5.3692, -2.6726, 6.8620], [-4.0029, -1.9620, 5.0791], [-3.8155, -5.3930, 6.5482], [-4.4193, -6.4644, 7.3104], [-2.7471, -4.7376, 7.3042], [-7.2060, -6.2619, 6.5915], [-7.9485, -5.2378, 5.3571], [-7.0215, -4.5317, 6.6577], [-5.2961, -7.4599, 4.5645], [-5.7039, -6.3780, 3.2216], [-6.9794, -7.0637, 4.2178], [-6.3308, -2.4474, 6.3839], [-5.0337, -1.7646, 7.3703], [-5.5107, -3.4067, 7.6587], [-4.8389, -1.6106, 4.4622], [-3.1675, -2.2049, 4.4263], [-3.6700, -1.1287, 5.7082], [-5.1588, -6.0758, 8.0175], [-3.6673, -7.0009, 7.8958], [-4.8743, -7.2294, 6.6844], [-3.1578, -4.0770, 8.0737], [-2.1017, -4.1502, 6.6550], [-2.1036, -5.4673, 7.8051], [1.2621, 5.1252, -8.2192], [1.5459, 6.2804, -9.1858], [0.4600, 5.6434, -10.3687], [0.6668, 5.0991, -11.6890], [-0.9557, 5.7526, -10.0454], [3.1996, 5.8356, -9.4399], [3.7427, 5.3240, -10.6784], [3.8476, 5.1297, -8.3323], [1.7605, 7.7127, -10.1345], [1.0561, 8.1262, -11.3290], [2.9650, 8.5192, -9.9242], [0.1938, 5.7236, -12.4622], [0.2311, 4.0974, -11.7717], [1.7053, 5.0073, -11.9818], [-1.2870, 6.8016, -10.0481], [-1.1671, 5.3393, -9.0546], [-1.5797, 5.2130, -10.7583], [3.4105, 4.2973, -10.8753], [4.8350, 5.3154, -10.6422], [3.4931, 5.9668, -11.5255], [3.5873, 4.0648, -8.3211], [3.5734, 5.5638, -7.3735], [4.9361, 5.2147, -8.4108], [1.5084, 7.6847, -12.2213], [1.0978, 9.2123, -11.4500], [-0.0055, 7.8913, -11.3008], [3.7640, 8.2173, -10.6076], [3.3316, 8.4290, -8.9045], [2.7716, 9.5826, -10.0922], [-3.8806, -9.7962, 5.5979], [-2.9733, -11.0181, 5.7064], [-1.8412, -10.2999, 6.7872], [-0.4443, -9.9647, 6.6495], [-2.3247, -10.0643, 8.1409], [-2.5087, -10.9948, 4.0383], [-1.1657, -10.7630, 3.5541], [-3.4437, -10.3379, 3.1222], [-2.2677, -12.5885, 5.8703], [-1.2227, -13.0221, 6.7729], [-2.5119, -13.5826, 4.8229], [0.1820, -10.5551, 7.3354], [-0.2708, -8.9081, 6.8817], [-0.0355, -10.1332, 5.6606], [-2.5004, -11.0102, 8.6733], [-3.2666, -9.5076, 8.1321], [-1.6145, -9.4856, 8.7325], [-0.8624, -9.7161, 3.6789], [-1.0963, -11.0009, 2.4897], [-0.4418, -11.4224, 4.0387], [-3.3351, -9.2471, 3.1421], [-4.4737, -10.5884, 3.3641], [-3.2745, -10.6793, 2.0959], [-0.2339, -12.8194, 6.3517], [-1.2828, -14.0994, 6.9508], [-1.3001, -12.5734, 7.7611], [-1.7244, -13.5558, 4.0643], [-3.4681, -13.4177, 4.3324], [-2.5425, -14.5970, 5.2310]]
}